ORCA calculation (the ωB97M-V functional and the def2-TZVPD basis) on a structure of composition ClH2PS2.

- Net charge: 0
- HOMO: -8.9 eV
- Multiplicity: 1
- ΔE to the lowest compared entry with this formula, charge and spin: 1.025 eV
- Kohn-Sham gap: 7.731 eV

Geometry (Å):
P 0.573 0.160 0.706
S 0.396 1.812 -0.553
S -0.769 -1.888 -0.585
Cl 2.369 -0.482 0.209
H -0.745 2.188 0.010
H -1.824 -1.791 0.213

Listed below, in e, are the natural (NBO) charges computed for each atom: P 0.65; S -0.24; S -0.44; Cl -0.24; H 0.15; H 0.12